Entry 1:
Molecular formula: C21H32N4O3
Method: DFT, ωB97M-V/def2-TZVPD

Element x y z (Å)
C -7.23 1.68 -1.91
C -5.74 1.97 -2.04
C -4.88 1.02 -1.22
C -3.39 1.30 -1.33
C -2.54 0.35 -0.49
C -1.06 0.62 -0.64
C -0.42 1.59 -0.01
C 1.02 1.93 -0.24
C 1.75 2.16 1.09
O 1.16 2.68 2.02
N 3.04 1.76 1.19
C 3.72 1.96 2.47
C 4.81 0.92 2.70
C 4.30 -0.49 2.61
C 5.06 -1.57 1.91
C 3.79 -1.06 1.29
C 2.60 -1.96 1.50
O 2.69 -3.11 1.89
N 1.39 -1.37 1.27
C 0.17 -2.13 1.30
C -0.28 -2.53 -0.07
N -1.43 -3.02 -0.41
C -1.29 -3.17 -1.77
C -2.37 -3.70 -2.64
N -0.13 -2.80 -2.23
O 0.55 -2.37 -1.09
C 3.82 -0.28 -0.02
C 3.84 1.25 0.08
H -7.82 2.36 -2.51
H -7.46 0.66 -2.24
H -7.55 1.77 -0.88
H -5.44 1.90 -3.09
H -5.54 3.00 -1.74
H -5.18 1.09 -0.16
H -5.08 -0.01 -1.52
H -3.08 1.23 -2.38
H -3.18 2.33 -1.03
H -2.82 0.47 0.56
H -2.77 -0.68 -0.76
H -0.53 0.03 -1.39
H -0.94 2.20 0.73
H 1.49 1.16 -0.86
H 1.10 2.87 -0.79
H 4.15 2.97 2.51
H 2.97 1.91 3.25
H 5.65 1.06 2.01
H 5.22 1.09 3.70
H 3.72 -0.81 3.47
H 5.98 -1.27 1.41
H 5.04 -2.57 2.31
H 1.35 -0.40 1.02
H 0.34 -3.03 1.89
H -0.63 -1.56 1.77
H -2.03 -3.75 -3.68
H -2.66 -4.69 -2.31
H -3.25 -3.06 -2.58
H 4.68 -0.60 -0.62
H 2.95 -0.58 -0.61
H 3.49 1.69 -0.85
H 4.85 1.62 0.21

Results
Highest occupied orbital energy: -9.380 eV
Charge: 0
E_tot: -1264.13394 hartree
Max |F|: 0.20 eV Å⁻¹
Spin multiplicity: 1
Relative energy (zero: lowest compared OMol25 entry of this formula, charge and spin): 3.2252 eV
HOMO-LUMO gap: 10.12 eV


Entry 2:
Molecular formula: C33H33BN8S2Yb
Method: DFT, ωB97M-V/def2-TZVPD

Element x y z (Å)
Yb 1.63 -0.03 0.91
C 0.53 3.11 2.71
N -0.24 2.41 1.67
C -1.40 1.80 2.29
C -1.16 0.56 3.22
N -0.73 -0.56 2.40
C -1.26 -0.78 1.19
C -0.14 -1.68 3.14
C -1.03 -2.24 4.24
C -0.30 -2.74 5.25
C 1.10 -2.40 5.12
C 1.88 -2.72 3.93
C 1.20 -1.40 3.87
S 2.10 0.09 3.83
C -0.47 3.16 0.50
C -1.65 3.90 0.30
C -1.80 4.67 -0.83
C -0.72 4.90 -1.72
C 0.53 4.28 -1.41
C 0.64 3.29 -0.41
S 2.15 2.53 -0.30
H 0.02 3.97 3.15
H 1.52 3.47 2.30
H 0.80 2.46 3.56
H -2.12 1.55 1.49
H -1.92 2.56 2.94
H -2.12 0.41 3.70
H -0.40 0.79 3.96
H -2.16 -0.27 0.89
H -0.58 -1.25 0.40
H -2.07 1.07 -1.13
H -2.09 -2.17 4.26
H -0.68 -3.20 6.12
H 1.78 -2.15 5.95
H 2.97 -2.66 4.11
H -2.45 3.93 1.02
H -2.74 5.13 -1.11
H -0.89 5.45 -2.62
H 1.45 4.55 -1.95
C 6.02 -1.27 0.15
C 4.95 -0.43 0.64
N 3.78 -0.96 0.38
N 4.03 -2.20 -0.28
C 5.34 -2.36 -0.43
B 2.78 -3.10 -0.62
N 1.97 -3.25 0.76
C 2.28 -4.01 1.81
C 1.33 -3.73 2.96
C 0.30 -2.85 2.18
N 0.95 -2.37 0.98
N 1.80 -2.20 -1.57
C 1.45 -2.55 -2.82
C 0.91 -1.45 -3.53
C 0.99 -0.40 -2.58
N 1.51 -0.85 -1.43
H 7.10 -1.11 0.31
H 5.00 0.51 1.17
H 5.73 -3.21 -1.04
H 3.10 -4.13 -1.24
H 3.10 -4.69 1.86
H 0.91 -4.64 3.39
H -0.64 -3.39 1.88
H 1.59 -3.61 -3.11
H 0.37 -1.37 -4.45
H 0.62 0.61 -2.73
C -2.52 1.00 -2.13
C -3.00 1.09 -3.22
C -3.80 1.10 -4.45
C -5.08 1.67 -4.49
C -5.80 1.72 -5.66
C -5.23 1.29 -6.90
C -3.93 0.79 -6.83
C -3.26 0.63 -5.65
H -5.44 2.03 -3.55
H -6.85 2.04 -5.68
H -5.84 1.22 -7.78
H -3.43 0.44 -7.75
H -2.25 0.21 -5.53

Results
Highest occupied orbital energy (alpha / beta): -3.304 / -3.288 eV
Charge: -1
E_tot: -3695.23204 hartree
Max |F|: 2.80 eV Å⁻¹
Spin multiplicity: 2
⟨S²⟩: 0.7546
Relative energy (zero: lowest compared OMol25 entry of this formula, charge and spin): 4.7355 eV
HOMO-LUMO gap (alpha / beta): 5.78 / 5.76 eV


Entry 3:
Molecular formula: C4H12
Method: DFT, ωB97M-V/def2-TZVPD

Element x y z (Å)
C -1.95 -1.60 0.80
C -2.72 -0.28 0.75
H -1.53 -1.82 1.78
H -2.63 -2.43 0.61
H -1.14 -1.64 0.08
H -3.49 -0.32 -0.02
H -2.08 0.59 0.59
H -3.25 -0.12 1.68
C 2.32 1.63 -0.44
C 2.34 0.25 -1.11
H 1.42 1.75 0.15
H 3.21 1.82 0.14
H 2.31 2.40 -1.21
H 2.56 -0.52 -0.37
H 1.38 0.02 -1.58
H 3.08 0.17 -1.91

Results
Highest occupied orbital energy: -11.826 eV
Charge: 0
E_tot: -159.58132 hartree
Max |F|: 0.87 eV Å⁻¹
Spin multiplicity: 1
Relative energy (zero: lowest compared OMol25 entry of this formula, charge and spin): 0.0995 eV
HOMO-LUMO gap: 12.89 eV


Entry 4:
Molecular formula: C19H22N2O2
Method: DFT, ωB97M-V/def2-TZVPD

Element x y z (Å)
C 2.83 4.63 0.54
C 2.34 3.26 0.88
C 2.91 2.13 0.29
C 2.44 0.85 0.56
C 1.34 0.65 1.42
C 0.66 -0.63 1.47
N 1.56 -1.76 1.60
O 1.41 -2.66 2.48
O 2.48 -1.85 0.73
C 0.81 1.79 2.09
C 1.32 3.07 1.82
H 2.39 5.35 1.22
H 3.91 4.65 0.62
H 2.57 4.88 -0.49
H 3.74 2.25 -0.40
H 2.83 -0.01 0.04
H -0.31 -0.67 1.98
H -0.05 1.64 2.75
H 0.92 3.94 2.34
C -1.34 2.74 -2.70
N -1.74 1.49 -2.08
C -3.15 1.12 -2.10
C -0.85 0.70 -1.47
C -1.22 -0.46 -0.77
C -0.28 -1.40 -0.30
C -0.68 -2.77 0.00
C 0.16 -3.87 -0.31
C -0.20 -5.16 0.06
C -1.39 -5.38 0.78
C -2.23 -4.29 1.08
C -1.90 -3.01 0.66
H -2.20 3.16 -3.19
H -0.96 3.45 -1.97
H -0.54 2.56 -3.42
H -3.69 1.89 -2.66
H -3.28 0.14 -2.56
H -3.56 1.07 -1.09
H 0.20 1.01 -1.52
H -2.30 -0.65 -0.61
H 0.75 -1.22 -0.57
H 1.12 -3.68 -0.81
H 0.47 -5.99 -0.16
H -1.63 -6.38 1.16
H -3.14 -4.44 1.67
H -2.52 -2.14 0.92

Results
Highest occupied orbital energy: -7.059 eV
Charge: 0
E_tot: -997.00684 hartree
Max |F|: 3.00 eV Å⁻¹
Spin multiplicity: 1
Relative energy (zero: lowest compared OMol25 entry of this formula, charge and spin): 7.1889 eV
HOMO-LUMO gap: 6.71 eV


Entry 5:
Molecular formula: C20H21F4NO
Method: DFT, ωB97M-V/def2-TZVPD

Element x y z (Å)
O -0.74 -0.44 3.06
C 0.50 -0.71 2.45
H 1.33 -0.54 3.15
H 0.47 -1.78 2.22
C 0.76 0.08 1.15
C -0.42 -0.14 0.20
N -0.17 0.48 -1.08
C 0.95 -0.16 -1.75
C 2.21 0.06 -0.93
C 2.03 -0.47 0.49
H 2.90 -0.25 1.10
H 1.94 -1.56 0.44
H 2.43 1.13 -0.91
H 3.05 -0.44 -1.41
H 1.07 0.29 -2.74
H 0.78 -1.24 -1.88
C -1.35 0.67 -1.90
C -2.02 -0.63 -2.31
C -1.62 -1.33 -3.45
C -2.17 -2.56 -3.77
C -3.14 -3.13 -2.96
C -3.57 -2.45 -1.84
C -3.01 -1.22 -1.54
F -3.47 -0.56 -0.46
H -4.33 -2.86 -1.19
H -3.55 -4.10 -3.22
F -1.76 -3.21 -4.87
F -0.70 -0.79 -4.27
H -1.05 1.22 -2.80
H -2.06 1.27 -1.34
H -1.32 0.29 0.64
H -0.59 -1.23 0.10
C 0.86 1.60 1.44
C 1.99 1.99 2.35
C 1.79 2.15 3.72
C 2.79 2.49 4.60
C 4.07 2.69 4.11
C 4.31 2.56 2.75
C 3.28 2.22 1.89
H 3.48 2.14 0.83
H 5.30 2.72 2.35
H 4.87 2.95 4.78
H 2.57 2.60 5.65
F 0.54 1.98 4.23
H -0.08 1.92 1.87
H 0.97 2.11 0.48
H -0.70 0.43 3.46

Results
Highest occupied orbital energy: -8.692 eV
Charge: 0
E_tot: -1304.18020 hartree
Max |F|: 0.61 eV Å⁻¹
Spin multiplicity: 1
HOMO-LUMO gap: 9.48 eV


Entry 6:
Molecular formula: C51H36CoIN4P
Method: DFT, ωB97M-V/def2-TZVPD

Element x y z (Å)
Co 0.04 -0.97 -0.13
C 2.30 -4.58 0.23
C 1.57 -3.51 -0.32
N 1.13 -2.52 0.42
C 1.38 -2.51 1.76
C 2.11 -3.53 2.39
C 2.57 -4.59 1.57
C 2.35 -3.45 3.78
C 1.88 -2.36 4.46
C 1.14 -1.33 3.84
C 0.86 -1.39 2.48
N 0.21 -0.50 1.69
C -0.58 0.58 2.07
C -1.11 0.93 3.27
C -2.16 2.01 3.43
C -2.74 3.63 1.97
C -2.06 3.21 0.62
C -2.45 3.43 -0.79
C -2.09 2.43 -1.68
C -1.37 1.22 -1.49
N -0.77 0.68 -0.39
C -0.99 1.35 0.87
H 2.64 -5.37 -0.42
H 1.35 -3.48 -1.38
H 3.13 -5.40 2.02
H 2.92 -4.23 4.27
H 2.08 -2.27 5.52
H 0.83 -0.48 4.43
H -0.86 0.37 4.16
H -2.66 1.85 4.39
H -3.45 4.46 1.95
H -2.95 4.32 -1.15
H -2.35 2.59 -2.72
H -1.21 0.65 -2.39
I 2.70 0.76 0.10
C 3.79 2.23 -0.90
C 4.92 1.84 -1.56
C 5.87 2.80 -1.97
C 5.72 4.09 -1.59
C 4.56 4.52 -0.88
C 4.47 5.84 -0.39
C 3.38 6.23 0.32
C 2.26 5.38 0.40
C 2.25 4.11 -0.12
P 0.63 3.32 -0.71
C -0.48 2.89 0.79
C -2.45 1.76 0.94
C -3.12 2.14 2.24
C -1.83 3.56 3.24
C -0.39 3.83 3.10
C 0.22 3.42 2.00
C -0.08 4.94 -1.25
C -0.75 5.84 -0.42
C -1.23 7.04 -0.92
C -1.05 7.37 -2.26
C -0.39 6.48 -3.09
C 0.09 5.28 -2.59
C 3.50 3.60 -0.64
H 5.11 0.79 -1.72
H 6.75 2.48 -2.51
H 6.48 4.83 -1.80
H 5.30 6.51 -0.56
H 3.32 7.23 0.74
H 1.36 5.78 0.83
H -3.07 1.22 0.24
H -4.14 1.79 2.37
H -2.29 4.13 4.05
H 0.18 4.21 3.94
H 1.30 3.45 1.96
H -0.90 5.60 0.62
H -1.75 7.73 -0.26
H -1.43 8.30 -2.65
H -0.25 6.72 -4.14
H 0.59 4.58 -3.25
C 0.72 -1.44 -4.28
C -0.36 -2.23 -4.64
C -1.27 -2.62 -3.67
C -1.09 -2.21 -2.35
N -0.02 -1.46 -2.02
C 0.85 -1.07 -2.95
C -1.96 -2.51 -1.22
C -3.13 -3.26 -1.30
C -3.90 -3.46 -0.17
C -3.49 -2.91 1.04
C -2.33 -2.16 1.13
C -1.55 -1.95 0.00
H 1.45 -1.11 -5.00
H -0.50 -2.54 -5.66
H -2.13 -3.22 -3.94
H 1.66 -0.44 -2.61
H -3.45 -3.69 -2.25
H -4.81 -4.05 -0.22
H -4.10 -3.07 1.93
H -2.04 -1.73 2.08

Results
Highest occupied orbital energy (alpha / beta): -5.133 / -6.757 eV
Charge: 0
E_tot: -4205.76386 hartree
Max |F|: 0.11 eV Å⁻¹
Spin multiplicity: 2
⟨S²⟩: 0.7962
Relative energy (zero: lowest compared OMol25 entry of this formula, charge and spin): 4.9010 eV
HOMO-LUMO gap (alpha / beta): 4.92 / 6.52 eV